[1]
Density functional theory data (ωB97M-V/def2-TZVPD) for one molecule with the formula C15H25NO3.

ORCA input file:
```
! RIJCOSX wB97M-V def2-TZVPD def2/J DEFGRID3
* xyz 0 1
C -1.3066 -1.2387 -2.5676
C -0.5806 -0.3662 -1.5473
N 0.8542 -0.3632 -1.7982
C 1.2480 0.5857 -2.8290
C 2.5212 0.1426 -3.5441
C 1.6368 -0.2184 -0.5796
C 1.3286 0.9910 0.1722
C 0.9684 2.0127 0.6885
C 0.5359 3.1803 1.4463
C 1.7177 4.0945 1.7645
O -0.0607 2.8118 2.6945
C -1.3112 2.2154 2.6079
O -1.3179 0.9223 2.0941
C -0.6108 -0.0091 2.9054
C -0.5639 -1.2920 2.2346
C -0.4892 -2.3306 1.6384
C -0.4996 -3.6080 0.9382
O -1.7363 -4.2832 1.0246
C -2.7855 -3.6157 0.3679
H -2.3632 -1.2985 -2.3177
H -1.2139 -0.8343 -3.5724
H -0.8829 -2.2398 -2.5669
H -0.9987 0.6527 -1.5620
H -0.7534 -0.7674 -0.5466
H 0.4422 0.6349 -3.5635
H 1.3827 1.5986 -2.4127
H 2.7080 0.7880 -4.3989
H 3.3864 0.1912 -2.8881
H 2.4083 -0.8805 -3.8927
H 2.6975 -0.2257 -0.8449
H 1.4372 -1.0833 0.0628
H -0.2157 3.7262 0.8473
H 2.4436 3.5541 2.3662
H 1.3722 4.9596 2.3240
H 2.1901 4.4216 0.8421
H -1.7018 2.2316 3.6397
H -1.9833 2.7825 1.9442
H -1.1201 -0.1144 3.8781
H 0.4145 0.3491 3.0793
H -0.2280 -3.4359 -0.1178
H 0.2352 -4.2806 1.3926
H -2.5835 -3.5253 -0.7069
H -2.9452 -2.6144 0.7831
H -3.6766 -4.2213 0.5206
*
```

Output
Orbital gap: 9.42 eV
LUMO level: 0.883 eV
ΔE to the lowest compared entry with this formula, charge and spin: 159.4 kcal/mol
SMILES: CCN(CC)CC#C[C@H](C)OCOCC#CCOC
Highest occupied orbital energy: -8.54 eV

List of Löwdin charges in e, atom by atom: C -0.09; C -0.25; N -0.18; C -0.26; C -0.08; C -0.19; C 0.02; C 0.04; C -0.38; C -0.03; O -0.08; C -0.26; O -0.11; C -0.20; C 0.03; C 0.00; C -0.23; O -0.18; C -0.11; H 0.07; H 0.06; H 0.07; H 0.12; H 0.09; H 0.11; H 0.12; H 0.07; H 0.06; H 0.07; H 0.12; H 0.11; H 0.15; H 0.09; H 0.08; H 0.09; H 0.14; H 0.14; H 0.14; H 0.13; H 0.12; H 0.13; H 0.08; H 0.09; H 0.09



[2]
Density functional theory data (ωB97M-V/def2-TZVPD) for C7H15CuN2 as an isolated structure.

ORCA input file:
```
! RIJCOSX wB97M-V def2-TZVPD def2/J DEFGRID3
* xyz -1 2
C -1.6478 1.5084 -3.1386
Cu 0.1244 0.3288 -1.5039
N 1.0767 -0.9722 -2.5193
H -4.0133 2.3399 -4.9493
H 2.0403 -0.6712 -2.6529
H -3.2759 2.3347 -4.5723
H -0.8428 1.5607 -3.9083
H -1.7643 2.3099 -2.3724
H -2.2653 0.5876 -3.0776
H 1.0892 -1.7854 -1.9024
H 0.6934 -1.2440 -3.4202
C 0.9242 -0.9717 4.3470
C 0.6873 -0.5708 2.9197
C 1.6866 0.0943 2.2019
C 1.4896 0.4121 0.8686
N 0.3128 0.1244 0.2775
C -0.6798 -0.5102 0.9346
C -0.5232 -0.8435 2.2714
H 1.7473 -1.6961 4.4396
H 1.1789 -0.0948 4.9593
H 0.0216 -1.4355 4.7577
H 2.6475 0.3316 2.6430
H 2.2252 0.9212 0.2499
H -1.5940 -0.6985 0.3765
H -1.3386 -1.3598 2.7705
*
```

Output
Orbital gap (alpha / beta): 3.68 / 5.23 eV
LUMO level (alpha / beta): 3.289 / 3.212 eV
<S²>: 0.76
Highest occupied orbital energy (alpha / beta): -0.39 / -2.02 eV

List of Löwdin charges in e, atom by atom: C -0.28; Cu 0.27; N -0.01; H -0.02; H 0.05; H -0.05; H -0.11; H -0.10; H -0.10; H 0.05; H 0.05; C -0.11; C -0.36; C -0.10; C -0.20; N -0.19; C -0.20; C -0.09; H 0.06; H 0.06; H 0.06; H 0.08; H 0.08; H 0.08; H 0.08



[3]
Density functional theory data (ωB97M-V/def2-TZVPD) for a 12-piece molecular cluster, H23O12 overall.

ORCA input file:
```
! RIJCOSX wB97M-V def2-TZVPD def2/J DEFGRID3
* xyz -1 1
O 2.8984 -1.4231 -0.1032
H 3.1352 -2.1607 -0.6779
H -0.9279 0.5882 -0.1727
O 1.8427 2.6263 3.1605
H 2.0851 1.8339 2.6498
H 1.7937 3.3647 2.5524
O -3.1136 0.9035 2.8558
H -2.8565 1.5044 2.1484
O -1.7884 -0.0483 -0.2711
H -0.8286 2.9810 -2.0088
H -2.0293 0.1432 -1.1825
O -0.8190 -2.3247 -2.7160
H -1.6839 -1.9646 -2.8741
H -3.5927 -0.9364 -0.2476
O 0.1945 -1.8073 3.0252
H 0.3527 -2.5223 2.3991
H -2.3338 0.3791 2.9964
O -1.6126 3.1321 -1.4673
H -1.3158 2.4269 -0.7997
H 1.0257 -1.3199 2.8891
O 2.1048 -2.1426 -3.8327
H 2.4548 -1.5977 -3.1202
H 1.1721 -2.1848 -3.5721
O 1.6261 0.7604 -2.6201
H 2.1285 1.2330 -1.9727
H 1.6218 -0.1873 -2.6060
O -0.1228 1.7707 0.2769
H 3.7558 -1.1174 0.2119
H -0.9089 1.9347 0.8111
O 1.7095 0.2301 1.8078
H 0.7552 0.1386 1.6488
H 1.9604 0.3116 0.8788
O -4.2187 -1.1790 0.4467
H -0.6999 -2.4218 -1.7668
H -3.7646 -0.9244 1.2526
*
```

Output
Orbital gap: 7.69 eV
LUMO level: 2.115 eV
ΔE to the lowest compared entry with this formula, charge and spin: 78.0 kcal/mol
Highest occupied orbital energy: -5.58 eV

List of Löwdin charges in e, atom by atom: O -0.05; H 0.04; H -0.01; O -0.09; H -0.02; H 0.02; O -0.04; H 0.03; O -0.18; H 0.01; H 0.01; O -0.04; H 0.03; H -0.01; O -0.07; H 0.03; H 0.02; O -0.14; H -0.02; H 0.01; O -0.06; H 0.00; H 0.01; O -0.02; H 0.03; H -0.02; O -0.38; H 0.05; H -0.06; O -0.09; H 0.04; H 0.03; O -0.09; H 0.04; H 0.00



[4]
Density functional theory data (ωB97M-V/def2-TZVPD) for C5H4CsMgO7 as an isolated structure.

ORCA input file:
```
! RIJCOSX wB97M-V def2-TZVPD def2/J DEFGRID3
* xyz 0 2
O 0.6667 0.3539 1.9018
C 0.7091 -0.6921 1.1752
O 1.1271 -1.8144 1.4812
O 0.3490 -1.2925 -1.1349
O -1.6144 -0.9731 -0.0218
C -2.4294 0.1727 0.1216
C -1.7290 1.1993 -0.7490
O -0.3552 0.8849 -0.5350
C -0.2606 -0.6341 -0.2308
H -3.4431 -0.0667 -0.2186
H -2.4652 0.4965 1.1743
H -1.9383 2.2345 -0.4567
H -1.9666 1.0666 -1.8137
Mg 0.9561 1.8472 0.6326
Cs 3.2164 -3.6448 -0.6267
O 2.7615 1.3919 -0.0920
O 3.6034 -0.6633 -0.5387
C 2.8124 0.1336 -0.0689
*
```

Output
Orbital gap (alpha / beta): 5.09 / 5.37 eV
LUMO level (alpha / beta): -1.384 / -1.375 eV
<S²>: 0.75
Highest occupied orbital energy (alpha / beta): -6.47 / -6.74 eV

List of Löwdin charges in e, atom by atom: O -0.11; C -0.59; O -0.02; O -0.08; O 0.00; C -0.16; C -0.17; O -0.18; C -0.61; H 0.13; H 0.13; H 0.12; H 0.13; Mg 1.08; Cs 1.01; O -0.09; O -0.11; C -0.47



[5]
Density functional theory data (ωB97M-V/def2-TZVPD) for one molecule with the formula C4H7N.

ORCA input file:
```
! RIJCOSX wB97M-V def2-TZVPD def2/J DEFGRID3
* xyz 0 1
C -1.6944 -0.6421 -0.0758
C -0.1682 -0.3630 -0.0532
N 0.7943 -1.1644 -0.4137
C 1.8912 -0.3226 -0.1560
C 0.5381 0.7532 0.6220
H -1.7975 -1.6731 0.4234
H -1.9300 -1.0140 -1.0729
H -2.3160 0.0156 0.4069
H 2.1138 0.1973 -0.9767
H 2.7562 -0.6377 0.4285
H 0.2699 1.7754 0.3906
H 0.7444 0.6422 1.6644
*
```

Output
Orbital gap: 10.12 eV
LUMO level: 1.057 eV
ΔE to the lowest compared entry with this formula, charge and spin: 64.3 kcal/mol
SMILES: CC1=NCC1
Highest occupied orbital energy: -9.06 eV

List of Löwdin charges in e, atom by atom: C -0.02; C -0.37; N 0.03; C -0.09; C -0.01; H 0.10; H 0.07; H 0.03; H 0.03; H 0.09; H 0.07; H 0.07



[6]
Density functional theory data (ωB97M-V/def2-TZVPD) for one molecule with the formula C9H13N3S.

ORCA input file:
```
! RIJCOSX wB97M-V def2-TZVPD def2/J DEFGRID3
* xyz 0 1
C 2.4485 2.0017 -1.0711
C 1.2393 2.8517 -1.4467
N 0.1515 2.0936 -2.0678
C -0.6482 1.1775 -1.4720
S -1.7146 0.2394 -2.3565
N -0.5707 1.1182 -0.1045
N -1.4782 0.3785 0.6418
C -1.0760 -0.9259 0.9943
C -2.0709 -1.8301 1.3842
C -1.7335 -3.1169 1.7889
C -0.4032 -3.5077 1.8235
C 0.5871 -2.6175 1.4251
C 0.2576 -1.3377 1.0085
H 2.1981 1.2595 -0.3645
H 2.8141 1.5217 -1.9659
H 3.1910 2.6286 -0.6537
H 0.8406 3.3667 -0.5778
H 1.5198 3.6504 -2.1873
H 0.1181 2.1128 -3.0880
H -0.2011 1.9405 0.3607
H -2.3867 0.3794 0.1786
H -3.1026 -1.5040 1.3611
H -2.5004 -3.8132 2.1074
H -0.1493 -4.5196 2.1326
H 1.6368 -2.9119 1.4843
H 1.0327 -0.6356 0.6647
*
```

Output
Orbital gap: 8.80 eV
LUMO level: 0.653 eV
ΔE to the lowest compared entry with this formula, charge and spin: 12.0 kcal/mol
SMILES: CCNC(=S)NNc1ccccc1
Highest occupied orbital energy: -8.15 eV

List of Löwdin charges in e, atom by atom: C -0.07; C -0.24; N -0.03; C -0.86; S 0.60; N -0.04; N -0.01; C -0.26; C -0.03; C -0.09; C -0.11; C -0.09; C -0.04; H 0.04; H 0.08; H 0.06; H 0.10; H 0.13; H 0.12; H 0.14; H 0.09; H 0.11; H 0.10; H 0.10; H 0.10; H 0.10



Let's list E_tot in order: -23588.260; -55118.461; -24944.628; -25575.129; -5748.630; -24849.107 eV.